A structure of composition C9H14N2O in a non-equilibrium geometry, computed with wB97M-V/def2-TZVPD.

```
! RIJCOSX wB97M-V def2-TZVPD def2/J DEFGRID3
* xyz 0 1
C -1.06 3.24 -0.05
C -0.60 1.79 -0.30
C 0.69 1.40 0.10
C 1.30 0.18 0.14
C 2.76 -0.27 0.73
C 0.29 -0.68 -0.24
C -1.17 -0.56 -0.13
C -2.06 -1.62 -0.37
C -1.53 0.77 -0.29
H -2.08 3.52 -0.53
H -0.65 3.31 1.15
H -0.20 3.69 -0.61
H 1.31 2.30 0.52
H 3.28 0.57 1.11
H 2.63 -0.80 1.71
H 3.98 -0.12 -0.86
H 2.57 -1.46 -0.70
H 0.52 -2.82 -1.48
H -1.81 -2.22 -1.11
H -2.83 -1.14 -0.80
H -3.59 -2.22 1.30
H -1.28 -2.31 1.45
H -2.60 0.96 -0.52
N 3.64 -0.95 -0.28
N -2.35 -2.59 0.81
O 0.84 -1.98 -0.77
*
```

Computed properties:
relative energy (zero: lowest compared OMol25 entry of this formula, charge and spin): 9.0627 eV
total energy: -535.75070 hartree
maximum force: 0.122 Eh/bohr
HOMO-LUMO gap: 8.50 eV
LUMO: 0.2308 eV